DFT (the ωB97M-V functional and the def2-TZVPD basis) results for a molecular structure, C40H32Cl2N2O6SV.

ORCA input file:
```
! RIJCOSX wB97M-V def2-TZVPD def2/J DEFGRID3
* xyz 1 1
V -0.41 -1.79 -0.93
C 2.37 3.93 0.62
C 2.09 2.55 1.17
C 2.56 2.37 2.60
O 0.69 2.28 1.06
C 0.47 1.05 0.41
C 1.87 0.50 0.12
O 2.72 1.59 0.32
C 2.01 0.00 -1.34
O 0.97 -1.02 -1.43
C 3.31 -0.72 -1.62
C 3.47 -1.31 -2.88
C 4.63 -2.00 -3.18
C 5.65 -2.10 -2.24
C 5.50 -1.50 -1.00
C 4.33 -0.82 -0.68
C 1.75 1.10 -2.36
C 2.76 2.04 -2.57
C 2.58 3.07 -3.48
C 1.40 3.15 -4.21
C 0.41 2.21 -4.03
C 0.58 1.18 -3.11
C -0.45 0.17 1.29
O -0.50 -1.13 0.62
C -1.90 0.63 1.28
C -2.32 1.75 0.58
C -3.68 2.07 0.53
C -4.61 1.27 1.18
C -4.18 0.16 1.90
C -2.83 -0.15 1.95
C 0.09 -0.06 2.68
C -0.23 0.85 3.68
C 0.30 0.71 4.96
C 1.15 -0.34 5.24
C 1.46 -1.26 4.25
C 0.93 -1.12 2.98
H 1.88 4.68 1.24
H 1.99 4.00 -0.40
H 3.44 4.12 0.62
H 1.99 3.02 3.26
H 3.62 2.63 2.67
H 2.43 1.34 2.92
H -0.06 1.23 -0.53
H 2.12 -0.33 0.79
H 2.68 -1.22 -3.62
H 4.75 -2.46 -4.15
H 6.56 -2.63 -2.48
H 6.29 -1.57 -0.26
H 4.24 -0.34 0.28
H 3.69 1.97 -2.02
H 3.36 3.79 -3.63
H 1.26 3.95 -4.93
H -0.50 2.25 -4.61
H -0.21 0.45 -2.98
H -1.62 2.40 0.08
H -4.00 2.94 -0.02
H -5.66 1.52 1.14
H -4.89 -0.46 2.43
H -2.49 -1.01 2.52
H -0.89 1.68 3.46
H 0.04 1.43 5.73
H 1.56 -0.46 6.24
H 2.12 -2.10 4.47
H 1.17 -1.86 2.22
Cl -3.31 1.05 -3.40
C -3.83 -0.21 -2.37
C -5.21 -0.36 -2.08
C -5.65 -1.33 -1.23
Cl -7.33 -1.45 -0.86
C -4.74 -2.21 -0.59
C -5.05 -3.20 0.36
C -4.03 -3.92 0.94
C -2.70 -3.67 0.57
N -2.38 -2.77 -0.34
C -3.38 -2.05 -0.91
C -2.94 -1.07 -1.80
O -1.60 -1.03 -2.01
H -5.92 0.32 -2.54
H -6.08 -3.37 0.64
H -4.24 -4.68 1.68
H -1.89 -4.22 1.02
O 0.04 -5.54 0.30
S 0.29 -4.99 -1.01
N 0.14 -3.52 -1.19
*
```

**M**: 790.62 g/mol
**Highest occupied orbital energy**: -11.45 eV

=====

DFT (the ωB97M-V functional and the def2-TZVPD basis) results for a molecular structure, C7H11Br9O2S at a distorted geometry.

ORCA input file:
```
! RIJCOSX wB97M-V def2-TZVPD def2/J DEFGRID3
* xyz 1 2
C -0.33 -0.88 -6.93
Br -0.73 1.01 -7.27
Br 0.68 -1.58 -8.47
Br -2.06 -1.97 -6.73
H 0.23 -0.94 -5.99
C 0.23 -0.16 -2.42
Br -0.82 1.16 -1.38
Br 0.84 -1.46 -1.01
Br 1.71 0.84 -3.30
H -0.37 -0.65 -3.19
C -2.12 -2.51 0.90
Br -2.78 -4.20 1.46
Br -2.64 -1.14 2.20
Br -2.79 -2.13 -0.88
H -1.04 -2.61 0.76
C 0.92 -0.07 2.37
C 1.25 1.13 1.57
C 1.52 2.33 2.52
S 0.19 2.19 3.78
O -1.10 2.43 3.22
O 0.51 2.60 5.17
C 0.22 0.36 3.69
H 1.79 -0.72 2.45
H 0.21 -0.82 2.01
H 0.43 1.45 0.93
H 1.97 0.73 0.85
H 1.59 3.36 2.17
H 2.47 2.20 3.02
H -0.79 0.12 4.00
H 0.83 -0.04 4.51
*
```

**M**: 878.37 g/mol
**Highest occupied orbital energy (alpha / beta)**: -12.42 / -12.42 eV

=====

DFT (the ωB97M-V functional and the def2-TZVPD basis) results for a molecular structure, C25H47BeClLiMgN3O13PS at a distorted geometry.

ORCA input file:
```
! RIJCOSX wB97M-V def2-TZVPD def2/J DEFGRID3
* xyz 1 1
C -0.20 -4.33 -0.75
O -1.03 -4.74 0.20
C -0.63 -4.36 1.52
C -1.39 -3.11 2.02
C -2.31 -2.47 0.96
C -3.04 -1.24 1.54
C -2.56 0.09 0.91
C -1.44 0.78 1.69
C -0.06 0.24 1.28
C 0.92 0.10 2.45
C 2.35 -0.24 2.02
C 2.44 -1.70 1.49
C 2.96 -1.90 0.05
C 2.53 -0.86 -0.97
C 1.22 -1.01 -1.70
O 1.30 -2.10 -2.63
S 2.85 -2.15 -3.11
O 3.28 -3.48 -2.85
O 2.95 -1.63 -4.43
O 3.46 -1.07 -2.12
H 0.74 -5.19 -0.80
H -0.68 -4.32 -1.73
H 0.28 -3.37 -0.56
H -0.83 -5.19 2.19
H 0.45 -4.19 1.56
H -2.02 -3.36 2.87
H -0.64 -2.35 2.26
H -1.65 -2.11 0.16
H -2.99 -3.21 0.53
H -4.11 -1.34 1.37
H -2.84 -1.18 2.62
H -3.42 0.76 0.90
H -2.27 -0.07 -0.13
H -1.44 1.86 1.37
H -1.61 0.71 2.76
H -0.21 -0.76 0.86
H 0.36 0.89 0.51
H 0.58 -0.76 3.06
H 0.87 0.95 3.11
H 2.76 0.50 1.34
H 2.94 -0.19 2.93
H 1.48 -2.20 1.65
H 3.15 -2.22 2.14
H 2.57 -2.86 -0.31
H 4.04 -2.02 0.04
H 2.68 0.18 -0.73
H 1.20 -0.13 -2.36
H 0.28 -0.92 -1.17
Li -3.62 -3.69 3.81
C -0.10 2.01 -4.63
O 0.80 2.33 -3.57
H -1.04 2.52 -4.42
H 0.28 2.36 -5.59
H -0.28 0.93 -4.68
H 1.63 1.88 -3.76
O -6.72 -6.45 1.26
P -5.24 -6.09 1.24
O -4.94 -4.86 2.07
O -4.82 -5.86 -0.29
O -4.43 -7.37 1.63
Mg -4.92 -7.75 -0.59
O 1.69 2.94 2.63
C 2.14 3.70 1.82
O 1.94 5.03 1.89
C 2.48 5.69 0.73
C 3.53 4.72 0.19
C 2.94 3.37 0.57
H 1.67 5.86 0.02
H 2.90 6.64 1.03
H 3.72 4.85 -0.88
H 4.48 4.87 0.71
H 2.26 2.99 -0.19
H 3.71 2.63 0.79
C 7.65 -1.61 -4.84
O 8.75 -1.63 -5.35
N 7.36 -0.80 -3.77
N 6.62 -2.39 -5.27
H 6.46 -0.77 -3.33
H 8.09 -0.21 -3.42
H 6.79 -3.00 -6.05
H 5.71 -2.39 -4.85
Be -2.87 3.14 0.73
Cl 2.01 -6.07 -0.90
N -4.97 5.52 1.91
C -5.14 6.58 2.69
C -6.30 7.35 2.71
C -7.33 6.99 1.86
C -7.17 5.89 1.04
C -5.97 5.19 1.10
H -4.31 6.83 3.34
H -6.38 8.20 3.37
H -8.25 7.56 1.84
H -7.95 5.57 0.36
H -5.81 4.32 0.48
*
```

**M**: 736.41 g/mol
**Highest occupied orbital energy**: -9.39 eV

=====

DFT (the ωB97M-V functional and the def2-TZVPD basis) results for a molecular structure, C17H22N5O2Ta at a distorted geometry.

ORCA input file:
```
! RIJCOSX wB97M-V def2-TZVPD def2/J DEFGRID3
* xyz 4 1
Ta -0.08 -0.06 -0.57
C 2.42 1.92 -1.17
C 2.56 1.48 0.29
N 1.22 1.35 0.91
C 1.23 0.62 2.20
C 1.50 -0.85 2.01
C 2.16 -1.63 2.95
C 2.37 -2.98 2.70
C 1.99 -3.51 1.46
C 1.35 -2.68 0.56
C 0.96 -3.11 -0.84
N 0.95 -1.92 -1.73
C 2.35 -1.45 -2.00
C 2.34 -0.09 -2.72
N 1.58 0.98 -1.99
N 1.08 -1.39 0.85
H 3.42 2.02 -1.61
H 1.96 2.91 -1.21
H 3.15 2.25 0.81
H 3.09 0.53 0.38
H 0.86 2.29 1.11
H 0.25 0.74 2.70
H 1.97 1.06 2.89
H 2.52 -1.19 3.88
H 2.85 -3.61 3.43
H 2.18 -4.54 1.22
H -0.03 -3.59 -0.84
H 1.68 -3.87 -1.20
H 0.57 -2.24 -2.63
H 2.88 -2.16 -2.65
H 2.90 -1.40 -1.06
H 1.90 -0.23 -3.71
H 3.38 0.22 -2.88
H 1.23 1.58 -2.75
O -3.60 0.61 1.20
C -2.83 0.35 0.35
O -1.50 0.13 0.51
C -3.14 0.25 -1.13
C -4.44 0.39 -1.59
C -4.65 0.37 -2.97
C -3.56 0.19 -3.82
C -2.29 0.02 -3.27
N -2.07 0.06 -1.94
H -5.26 0.52 -0.89
H -5.65 0.49 -3.37
H -3.69 0.18 -4.89
H -1.44 -0.15 -3.91
*
```

**M**: 509.34 g/mol
**Highest occupied orbital energy**: -22.66 eV